# C6H53BINO25

A cluster of 22 separate species, C6H53BINO25 in total (ωB97M-V/def2-TZVPD, OMol25).

Output
Calculated total energy ... -2518.803134 a.u.
HOMO-LUMO gap ... 8.11 eV
LUMO energy ... 0.30 eV
Largest force on an atom ... 1.1 eV Å⁻¹
E_HOMO ... -7.805 eV

Atoms and positions in Å:
C (-0.41260, 3.72669, -0.18155)
N (0.40850, 3.71772, -1.40191)
C (-0.15409, 2.88052, -2.44995)
C (-0.06452, 1.38210, -2.24089)
C (1.28802, 0.63194, -2.42961)
C (1.56087, 0.02625, -1.04672)
I (2.51329, 1.52469, 0.18566)
B (2.39287, -1.33298, -1.03663)
O (1.85676, -2.38710, -1.74528)
O (3.61571, -1.47337, -0.41094)
C (0.12187, -0.17753, -0.58012)
O (-0.31917, -1.12199, 0.02569)
O (-0.63254, 0.85812, -1.01531)
H (-1.48780, 3.64716, -0.39563)
H (-0.14190, 2.88298, 0.45614)
H (-0.22786, 4.64054, 0.38160)
H (0.39139, 4.66380, -1.76479)
H (-1.18983, 3.14134, -2.68803)
H (0.41761, 3.07581, -3.35962)
H (-0.71469, 0.98306, -3.03259)
H (1.07585, -0.18465, -3.12870)
H (2.10188, 1.24054, -2.82295)
H (1.63891, -3.09543, -1.11801)
H (3.57056, -1.40375, 0.54777)
O (0.57532, -4.82246, -0.38557)
H (0.84176, -5.72564, -0.59611)
H (-0.11889, -4.88977, 0.28840)
O (2.79272, 2.90482, 3.52168)
H (2.86222, 2.16532, 2.90721)
H (3.36747, 2.64669, 4.25387)
O (-1.12601, -4.00590, 1.73027)
H (-0.65956, -3.26134, 2.14149)
H (-2.04791, -3.72096, 1.69093)
O (-3.44491, 2.39951, -2.45048)
H (-3.05055, 1.52218, -2.40725)
H (-4.21489, 2.34640, -1.87088)
O (-2.44991, -5.93919, -0.88528)
H (-1.63481, -5.57849, -1.25769)
H (-2.61058, -5.38414, -0.11471)
O (2.10601, 4.52738, -3.89201)
H (1.94803, 4.93437, -4.75221)
H (2.78881, 5.08318, -3.50494)
O (-0.28411, -2.45937, 3.98671)
H (0.32280, -1.85055, 4.41661)
H (-0.76672, -2.89075, 4.70308)
O (3.59855, 5.13582, -6.35559)
H (4.39792, 5.54741, -6.70294)
H (3.83864, 4.21242, -6.23104)
O (-0.23816, -7.36946, -1.92040)
H (0.03501, -8.26812, -2.12675)
H (-0.93778, -7.46670, -1.25933)
O (-4.31509, -3.57795, 2.88438)
H (-4.97819, -4.14909, 3.28113)
H (-3.64759, -3.48355, 3.58031)
O (-0.82233, 5.05678, 2.81751)
H (0.11176, 5.28068, 2.88341)
H (-1.16425, 5.16316, 3.70980)
O (0.27007, -4.01709, -3.67674)
H (0.80485, -3.44236, -3.11321)
H (-0.22872, -4.54889, -3.04964)
O (5.43750, 2.05544, 4.69381)
H (6.27326, 2.51719, 4.55492)
H (5.67627, 1.12519, 4.73681)
O (-1.62080, -5.40917, 4.18398)
H (-1.19064, -4.98146, 3.42706)
H (-2.01074, -6.20180, 3.79980)
O (-1.24798, -7.90465, 2.39271)
H (-1.47936, -8.59664, 1.76621)
H (-0.56019, -8.28652, 2.94721)
O (-3.51620, -2.18620, 5.34554)
H (-3.04613, -1.45175, 5.75030)
H (-4.43745, -1.88555, 5.30913)
O (7.62904, 3.79660, 5.70818)
H (7.93195, 3.76590, 6.62023)
H (7.16726, 4.63764, 5.63053)
O (5.22213, 5.57079, -8.77557)
H (4.76783, 5.10875, -9.48621)
H (5.75859, 6.23851, -9.21328)
O (-6.20156, 3.02895, -1.28415)
H (-5.93035, 3.88811, -0.94441)
H (-7.13050, 3.13120, -1.50891)
O (-2.02902, 5.46950, -3.36611)
H (-2.41612, 6.19647, -3.86150)
H (-2.57294, 4.69876, -3.56880)
O (-6.33970, -1.51581, 4.90116)
H (-6.58325, -0.64507, 4.57273)
H (-7.08099, -2.08515, 4.67696)

---

# C2HClN2O2

A cluster of 2 separate species, C2HClN2O2 in total (ωB97M-V/def2-TZVPD, OMol25).

Output
Structure (SMILES) ... N#[N+][O-].O=C=CCl
Calculated total energy ... -796.874432 a.u.
HOMO-LUMO gap ... 9.51 eV
LUMO energy ... 0.37 eV
Largest force on an atom ... 6.9 eV Å⁻¹
E_HOMO ... -9.136 eV

Atoms and positions in Å:
C (-0.91980, 1.60682, 0.80027)
C (-0.23354, 0.85316, -0.00299)
N (4.44488, -0.14220, 0.78233)
N (3.31218, -0.10537, 0.67315)
O (-1.52347, 2.24586, 1.53196)
O (2.18177, -0.04310, 0.62914)
Cl (0.61821, 1.29537, -1.43753)
H (-0.53260, -0.12188, 0.33503)

---

# C5H8ClNO

A cluster of 2 separate species, C5H8ClNO in total (ωB97M-V/def2-TZVPD, OMol25).

Output
Structure (SMILES) ... CC(Cl)=C=N.CC=O
Calculated total energy ... -785.392508 a.u.
HOMO-LUMO gap ... 9.42 eV
LUMO energy ... 0.79 eV
Largest force on an atom ... 4.0 eV Å⁻¹
E_HOMO ... -8.634 eV

Atoms and positions in Å:
C (-0.73143, 1.31720, -0.23368)
C (2.16010, -1.35499, -0.12947)
C (-2.68242, 0.12124, 0.76882)
C (2.04926, 0.03382, -0.51876)
C (-1.55493, 0.34417, -0.18365)
N (-0.11237, 2.28682, -0.48494)
O (2.13181, 0.92761, 0.28196)
Cl (-1.13025, -1.20386, -0.87232)
H (3.00887, -1.91116, -0.59558)
H (1.04610, -1.76585, -0.31371)
H (2.14791, -1.41991, 0.98846)
H (-3.02796, 1.03276, 1.30349)
H (-2.63477, -0.78165, 1.47935)
H (-3.54399, -0.37392, 0.16106)
H (2.20071, 0.23548, -1.68413)
H (0.67337, 2.51222, 0.03311)

---

# C30H66FN3O6Zr

A structure of composition C30H66FN3O6Zr (ωB97M-V/def2-TZVPD, OMol25).

Output
Calculated total energy ... -1945.218964 a.u.
HOMO-LUMO gap ... 6.27 eV
LUMO energy ... -0.63 eV
Largest force on an atom ... 5.0 eV Å⁻¹
E_HOMO ... -6.903 eV

Atoms and positions in Å:
Zr (-4.18639, -0.65122, -12.16849)
C (-8.49985, -1.86971, -11.56375)
C (-8.65666, -0.79162, -12.65114)
C (-9.88346, 0.03044, -12.19269)
C (-10.10396, 1.35416, -12.92138)
C (-8.79875, 2.14924, -12.96874)
C (-7.56544, 1.35942, -13.41224)
N (-7.50017, 0.08478, -12.71514)
O (-6.30509, -0.56943, -12.74955)
C (-6.34286, 2.20402, -13.00470)
C (-7.48425, 1.28798, -14.95273)
C (-9.01148, -1.44594, -14.00638)
H (-8.26012, -1.44476, -10.59147)
H (-7.68672, -2.55745, -11.81771)
H (-9.37832, -2.51178, -11.49362)
H (-10.00691, 0.05013, -11.10722)
H (-10.77688, -0.56958, -12.42220)
H (-10.87735, 1.94315, -12.42498)
H (-10.45952, 1.22892, -13.94695)
H (-8.62035, 2.65839, -12.01806)
H (-8.92872, 2.94091, -13.71244)
H (-6.56498, 3.26819, -13.14723)
H (-5.43096, 2.03888, -13.57863)
H (-6.11811, 2.13131, -11.93554)
H (-8.32169, 0.75630, -15.40600)
H (-6.59076, 0.70177, -15.18768)
H (-7.33647, 2.26845, -15.40008)
H (-9.66227, -0.80849, -14.59870)
H (-9.51604, -2.39875, -13.81154)
H (-8.13133, -1.78307, -14.55732)
C (-5.47052, 0.74896, -7.71742)
C (-5.92183, 1.56325, -8.93179)
C (-6.58040, 2.86954, -8.41682)
C (-5.57624, 3.99438, -8.12364)
C (-4.67346, 4.15748, -9.35890)
C (-3.93143, 2.91818, -9.80088)
N (-4.90943, 1.83986, -9.94070)
O (-4.30581, 0.67494, -10.39575)
C (-2.80280, 2.62910, -8.79990)
C (-3.24675, 3.20441, -11.14358)
C (-7.09538, 0.79393, -9.55703)
H (-4.60115, 1.22041, -7.25537)
H (-5.16199, -0.25543, -8.01466)
H (-6.30117, 0.65873, -7.02116)
H (-7.14069, 2.66163, -7.50380)
H (-7.30696, 3.29798, -9.11118)
H (-4.98944, 3.78816, -7.22619)
H (-6.07249, 4.95337, -7.97247)
H (-3.96718, 4.96178, -9.13800)
H (-5.29073, 4.50623, -10.19354)
H (-3.14162, 2.64296, -7.76156)
H (-1.95033, 3.31029, -8.83313)
H (-2.38883, 1.63710, -9.00810)
H (-2.52858, 4.01587, -11.02294)
H (-3.94410, 3.51063, -11.92531)
H (-2.70620, 2.33256, -11.50787)
H (-6.75978, -0.18629, -9.90423)
H (-7.54853, 1.25386, -10.43684)
H (-7.88300, 0.66802, -8.81214)
C (-5.22980, -1.73860, -16.19363)
C (-4.77544, -3.07261, -15.55341)
C (-4.49291, -4.15791, -16.62067)
C (-3.20768, -3.89674, -17.42009)
C (-2.03042, -3.75196, -16.46303)
C (-2.24647, -2.72812, -15.32082)
N (-3.56386, -2.94366, -14.76087)
O (-3.76489, -2.28900, -13.58377)
C (-2.03150, -1.32838, -15.91182)
C (-1.11076, -2.98327, -14.32566)
C (-5.91711, -3.69593, -14.73130)
H (-4.72326, -1.55114, -17.13558)
H (-5.01349, -0.94100, -15.47786)
H (-6.31449, -1.70542, -16.30921)
H (-5.30758, -4.26522, -17.34026)
H (-4.38794, -5.13528, -16.14332)
H (-3.36923, -3.00123, -18.02203)
H (-2.93968, -4.74533, -18.05251)
H (-1.18967, -3.43542, -17.08887)
H (-1.72127, -4.71101, -16.04268)
H (-2.15280, -0.46514, -15.25174)
H (-2.70599, -1.10941, -16.74340)
H (-1.04473, -1.24851, -16.37827)
H (-0.12727, -2.78921, -14.75288)
H (-1.17793, -3.99444, -13.92219)
H (-1.14553, -2.28781, -13.47926)
H (-6.26851, -2.94102, -14.02340)
H (-5.61306, -4.60264, -14.20765)
H (-6.74044, -4.01631, -15.37063)
F (-3.54524, 0.85891, -13.50622)
C (-1.02896, -0.14163, -11.56295)
O (-2.16004, -0.99638, -11.30988)
H (-1.03564, 0.33584, -12.54117)
H (-0.98012, 0.63116, -10.79310)
H (-0.07658, -0.67090, -11.49717)
H (-1.77402, -1.78363, -10.90782)
C (-0.75313, 2.68448, -14.65665)
O (-1.95053, 3.07821, -14.04895)
H (-0.24077, 3.47918, -15.19167)
H (-0.01515, 2.24914, -13.96264)
H (-0.89414, 1.83045, -15.33351)
H (-2.51895, 2.29857, -13.94148)
C (-4.45706, 2.00746, -17.04128)
O (-5.59614, 2.59440, -17.62680)
H (-4.58828, 1.70304, -15.99627)
H (-4.09473, 1.12761, -17.57121)
H (-3.60224, 2.69389, -16.99732)
H (-5.76197, 3.41457, -17.15427)

---

- The highest LUMO energy belongs to which entry?
  C5H8ClNO